# 1
16
Properties=species:S:1:pos:R:3 method="wB97M-V/def2-TZVPD" e_homo_ev=-8.648 energy_ev=-7391.5368 mol_weight_g_mol=86.1 smiles=CCC1(O)CC1 gap_ev=9.560 charge=0 e_lumo_ev=0.91
C 1.82460 0.34435 0.10022
C 0.87274 -0.49201 -0.73279
C -0.47059 -0.35101 0.07322
O -0.50991 -1.25105 1.15917
C -0.70126 1.01116 0.58637
C -1.78614 -0.09842 -0.48642
H 2.41518 1.08909 -0.44143
H 2.42934 -0.23178 0.80545
H 1.04133 0.96205 0.74149
H 1.07488 -1.56846 -0.75217
H 0.76889 -0.12730 -1.76574
H -0.92406 -2.06235 0.84114
H -0.97947 1.22196 1.61295
H -0.54045 1.87577 -0.04967
H -2.61965 -0.80069 -0.29598
H -1.89543 0.47869 -1.39580

# 2
16
Properties=species:S:1:pos:R:3 method="wB97M-V/def2-TZVPD" e_homo_ev=-8.895 energy_ev=-7391.3119 mol_weight_g_mol=86.1 smiles="CC/C=C/CO" gap_ev=9.526 charge=0 e_lumo_ev=0.63
C 1.51302 -1.43596 -1.33673
C 1.78317 -1.17793 0.18175
C 0.62503 -0.32982 0.79358
C 0.01158 0.60295 -0.04561
C -1.49554 0.69986 -0.01298
O -2.15798 1.76041 0.73929
H 2.09289 -2.34619 -1.66984
H 0.48340 -1.72406 -1.70610
H 1.78071 -0.59450 -2.06103
H 1.72595 -2.23422 0.72224
H 2.75981 -0.58835 0.17319
H 0.01750 -0.82516 1.57948
H 0.61461 1.50248 -0.44458
H -1.84993 0.81428 -1.04996
H -1.83836 -0.26375 0.54871
H -3.14632 2.02155 0.51350

# 3
16
Properties=species:S:1:pos:R:3 method="wB97M-V/def2-TZVPD" e_homo_ev=-9.542 energy_ev=-7393.8685 mol_weight_g_mol=86.1 smiles=C[C@@H]1C[C@H](C)O1 gap_ev=10.730 charge=0 e_lumo_ev=1.19
C 2.07588 -0.52068 0.66642
C 0.87547 -0.72262 -0.22894
C 0.21095 0.49264 -0.89283
C -1.08500 -0.12915 -0.35770
C -2.09091 0.71868 0.38650
O -0.33293 -1.01218 0.49948
H 2.95080 -0.24552 0.06601
H 1.88020 0.27397 1.39371
H 2.31174 -1.44090 1.21183
H 1.07467 -1.52595 -0.95581
H 0.31130 0.60495 -1.97393
H 0.46746 1.43322 -0.39345
H -1.59924 -0.71716 -1.13310
H -2.85780 0.08223 0.84154
H -1.60673 1.30029 1.17740
H -2.58589 1.40820 -0.30715

# 4
16
Properties=species:S:1:pos:R:3 method="wB97M-V/def2-TZVPD" e_homo_ev=-9.146 energy_ev=-7392.9438 mol_weight_g_mol=86.1 smiles=CCOC1CC1 gap_ev=10.369 charge=0 e_lumo_ev=1.22
C -0.08982 -1.03938 -2.17657
C -0.91900 -0.98452 -0.90496
O -0.12571 -0.99756 0.27700
C -0.33887 0.13027 1.06436
C 0.20269 0.34097 2.43468
C 0.68879 1.18516 1.23789
H -0.76043 -1.15064 -3.03889
H 0.59249 -1.89395 -2.15830
H 0.49830 -0.12523 -2.31589
H -1.54502 -0.08113 -0.92814
H -1.59273 -1.84960 -0.85244
H -1.35331 0.52321 0.99056
H -0.52410 0.62747 3.19752
H 0.98661 -0.29847 2.83048
H 0.45592 2.21137 0.95647
H 1.69592 0.87593 0.96844

# 5
16
Properties=species:S:1:pos:R:3 method="wB97M-V/def2-TZVPD" e_homo_ev=-9.943 energy_ev=-7392.2710 mol_weight_g_mol=86.1 smiles="C=C1C[C@H]1O.C" gap_ev=10.797 charge=0 e_lumo_ev=0.85
C 1.91796 -0.67771 0.23605
C 1.01067 0.18115 0.66042
C 0.43559 1.53259 0.59169
C -0.07454 0.51688 1.59761
O -1.38630 0.06537 1.40475
H 1.99397 -1.68037 0.65081
H 2.62811 -0.40984 -0.54367
H 1.01297 2.38379 0.94624
H -0.24603 1.74585 -0.23099
H 0.19950 0.66550 2.64411
H -1.39452 -0.89277 1.52317
C -1.22163 -0.68583 -1.89737
H -1.50931 -1.72478 -2.07986
H -1.58797 -0.36545 -0.91858
H -1.64624 -0.04672 -2.67579
H -0.13221 -0.60768 -1.90859

# 6
16
Properties=species:S:1:pos:R:3 method="wB97M-V/def2-TZVPD" e_homo_ev=-9.680 energy_ev=-7394.1560 mol_weight_g_mol=86.1 smiles="CC[C@@H](C)C=O" gap_ev=10.687 charge=0 e_lumo_ev=1.01
C -0.50882 -0.50364 1.82448
C 0.16141 0.54810 0.91747
C -0.13078 0.44917 -0.62459
C 1.10139 0.38218 -1.54299
C -1.02750 -0.74524 -0.84973
O -0.66471 -1.79776 -1.31220
H -0.22270 -1.52724 1.55684
H -0.20251 -0.34217 2.86315
H -1.60431 -0.45377 1.80746
H -0.13425 1.53999 1.27781
H 1.24457 0.47570 1.06890
H -0.72041 1.33282 -0.90470
H 1.91651 -0.19501 -1.09786
H 0.84752 -0.11162 -2.48696
H 1.47764 1.38058 -1.78870
H -2.07544 -0.60815 -0.51472

# 7
16
Properties=species:S:1:pos:R:3 method="wB97M-V/def2-TZVPD" e_homo_ev=-9.530 energy_ev=-7394.2311 mol_weight_g_mol=86.1 smiles=C1CCOCC1 gap_ev=10.641 charge=0 e_lumo_ev=1.11
C 1.07355 -0.05398 0.64565
C -0.00828 -1.12274 0.83182
C -1.38259 -0.57577 0.44745
O -1.42627 0.02548 -0.83111
C -0.44660 1.00547 -1.15803
C 0.98768 0.66100 -0.71956
H 2.07429 -0.49482 0.71701
H 0.99131 0.67308 1.46537
H 0.23075 -2.02027 0.24561
H -0.07558 -1.44013 1.88166
H -1.73270 0.11590 1.23585
H -2.09930 -1.40501 0.40287
H -0.73367 2.00317 -0.78119
H -0.50455 1.05475 -2.25180
H 1.58147 1.58346 -0.65530
H 1.46736 0.04310 -1.49010

# 8
16
Properties=species:S:1:pos:R:3 method="wB97M-V/def2-TZVPD" e_homo_ev=-9.498 energy_ev=-7393.5435 mol_weight_g_mol=86.1 smiles="CC[C@H](C)C=O" gap_ev=10.505 charge=0 e_lumo_ev=1.01
C 0.29946 -1.35608 -1.48128
C -0.00889 -0.96193 -0.06233
C -0.30528 0.69864 0.05830
C 1.00146 1.49013 0.20047
C -1.09384 0.43986 1.27180
O -0.68708 0.55140 2.40123
H -0.59741 -1.22117 -2.09242
H 0.62653 -2.39675 -1.57444
H 1.08773 -0.69816 -1.84573
H -0.77264 -1.67876 0.33200
H 0.83627 -1.15363 0.62111
H -0.95047 1.24681 -0.67489
H 1.70128 0.90503 0.79556
H 0.91783 2.47466 0.68756
H 1.43702 1.67249 -0.79046
H -2.03969 -0.08517 0.99736

Max |F| (eV Å⁻¹)
3.77, 3.62, 0.35, 0.64, 0.30, 0.29, 0.37, 1.41